Record 1
This record from OMol25 describes 11 unconnected molecules or ions with the total composition C23H67NO11S10. The level of theory is the ωB97M-V functional and the def2-TZVPD basis.

The geometry in XYZ format:
```
112
Properties=species:S:1:pos:R:3:forces:R:3
C 4.355558 0.857998 -1.349874 0.526 -0.149 -0.799
S 4.943760 -0.262845 -2.707608 0.432 1.107 -0.465
O 5.603915 0.663934 -3.716302 -0.712 -0.761 0.880
C 6.297708 -1.065536 -1.839116 0.193 1.010 0.298
H 3.677826 1.519030 -1.890068 -0.045 0.046 0.121
H 5.241789 1.409695 -1.036332 -0.089 0.045 0.081
H 3.857501 0.406792 -0.491698 0.239 -0.291 -0.210
H 6.945848 -0.289512 -1.431920 -0.292 0.299 0.329
H 6.984134 -1.549581 -2.533818 -0.714 -0.719 -0.054
H 5.819930 -1.614456 -1.027620 0.450 -0.495 -0.127
C -0.248361 -6.130095 5.247522 0.476 -0.065 0.253
S 0.943662 -4.748069 4.847153 0.224 -1.121 -0.807
O 2.096568 -5.281654 4.008578 -1.504 0.524 0.986
C -0.107594 -3.820469 3.689778 -0.458 -0.056 -0.001
H -1.053265 -5.749635 5.876389 -0.109 0.360 -0.292
H 0.251547 -6.854310 5.890719 0.492 0.207 -0.036
H -0.629108 -6.720850 4.414369 0.046 0.504 -0.345
H 0.411018 -2.879097 3.508250 0.132 -0.241 -0.352
H -1.097375 -3.538600 4.048913 0.107 -0.115 0.729
H -0.332676 -4.407540 2.799389 0.669 -0.012 -0.186
C -2.005831 0.794520 3.569302 0.683 -0.174 1.254
S -0.748846 -0.292351 4.457546 0.065 1.078 0.466
O 0.548650 0.496272 4.468494 -1.672 -0.790 0.180
C -1.538161 -0.285738 6.173182 -0.292 0.087 -0.281
H -2.131834 1.698469 4.165207 0.197 0.092 -0.051
H -2.988057 0.326994 3.500211 0.242 -0.320 -0.263
H -1.527186 1.046409 2.622967 -0.270 -0.208 -0.032
H -0.932731 -0.810370 6.912317 0.530 0.198 -0.368
H -2.477966 -0.837582 6.191116 -0.087 -0.214 -0.676
H -1.815383 0.697642 6.552929 0.501 0.258 -0.267
C -4.040434 1.406960 0.332669 -0.793 -0.113 -0.186
S -5.356628 2.611221 -0.110084 -0.627 -0.507 -1.447
O -5.570868 2.665737 -1.641914 0.261 -0.529 2.704
C -6.773180 1.690274 0.679439 -0.299 0.342 -0.305
H -4.235237 1.143556 1.372272 0.514 0.740 0.319
H -3.120734 1.942832 0.097961 0.132 -0.344 0.399
H -4.078464 0.416635 -0.121109 -0.134 0.255 -0.812
H -7.614349 2.371833 0.806038 0.090 0.263 -0.497
H -6.617235 1.348998 1.702824 0.732 -0.100 -0.130
H -7.098705 0.867101 0.043421 0.207 -0.010 -0.045
C -1.515704 4.429893 0.188079 0.463 -0.559 0.181
S -2.074001 4.556776 1.931563 0.660 0.043 0.079
O -2.123758 6.023966 2.185552 -0.272 -0.102 0.072
C -0.551768 4.012148 2.831951 0.487 -0.337 -1.058
H -0.747574 5.178781 -0.004963 -0.167 0.253 0.230
H -2.359743 4.552417 -0.490656 -0.152 0.276 0.301
H -1.061561 3.469565 -0.056093 0.019 -0.306 0.290
H -0.290504 2.956011 2.765545 -0.536 -0.232 -0.259
H -0.571839 4.238877 3.897920 -0.373 0.485 -0.259
H 0.278013 4.491317 2.312382 0.078 0.485 0.374
C -3.253801 -1.379109 -4.461835 -0.346 0.680 0.700
S -4.274820 -1.796286 -3.024231 -1.084 0.290 -0.582
O -3.376381 -1.811147 -1.852158 0.874 -0.295 0.779
C -5.150108 -0.193336 -2.866112 0.046 -0.812 -0.808
H -2.873357 -0.413240 -4.129465 0.516 0.089 -0.646
H -3.879095 -1.283261 -5.349482 0.014 0.009 0.036
H -2.442138 -2.089548 -4.618617 -0.229 -0.094 0.219
H -5.746097 -0.031196 -3.764224 -0.090 0.001 -0.022
H -4.453087 0.638024 -2.760699 0.005 -0.174 0.282
H -5.827864 -0.332130 -2.023796 0.212 0.232 0.036
C -0.886728 -0.261081 -6.898861 0.314 0.996 -0.125
S 0.010038 0.759992 -5.658448 -1.723 -1.151 2.899
O -1.064504 1.110386 -4.554665 2.161 -0.647 -2.402
C 0.997736 -0.635994 -4.853627 -0.388 0.542 -0.616
H -1.516005 0.495159 -7.368132 -0.427 -0.159 0.167
H -1.469711 -1.076391 -6.470502 0.217 0.176 0.051
H -0.227293 -0.567298 -7.710955 0.281 -0.295 0.307
H 0.284855 -1.307173 -4.374662 -0.134 0.165 -0.040
H 1.689948 -0.241082 -4.109996 -0.183 0.255 -0.088
H 1.568345 -1.185467 -5.602348 -0.031 0.131 -0.125
C -2.237720 -5.765965 -1.028281 0.122 -0.402 0.068
S -0.939470 -4.404555 -1.204560 2.721 -2.615 1.424
O 0.518463 -4.995049 -0.865473 -3.940 1.388 -1.002
C -1.053083 -4.212423 -2.977048 -0.526 0.194 -0.306
H -3.253786 -5.375060 -1.082117 0.180 0.513 -0.443
H -2.255697 -6.311701 -0.084911 0.789 0.649 0.487
H -2.123095 -6.598404 -1.722547 0.260 0.419 -0.569
H -0.561124 -3.265584 -3.199722 0.113 -0.138 -0.097
H -2.115055 -4.099868 -3.195335 -0.080 0.148 0.046
H -0.679254 -5.024825 -3.600235 0.312 -0.104 0.459
C -0.664300 -0.557410 -1.351325 0.363 0.143 -0.016
S 1.000401 0.160076 -0.891151 -2.271 0.830 0.275
O 0.801789 1.685936 -0.656293 0.319 -2.899 0.096
C 0.986982 -0.722384 0.762033 0.017 2.208 0.199
H -1.068930 -0.146186 -2.276130 0.414 0.161 -0.066
H -1.428236 -0.438631 -0.582964 0.299 0.379 0.255
H -0.547120 -1.637172 -1.443551 0.267 0.008 -0.140
H 0.179617 -0.243526 1.316066 -0.325 0.028 -0.139
H 1.862323 -0.244531 1.201955 0.406 -0.755 0.333
H 0.871384 -1.799086 0.886296 0.473 0.027 -0.764
C 6.783526 -1.793056 2.467936 -0.653 0.293 -0.786
S 5.129877 -1.034182 2.819004 -0.188 0.514 -0.358
O 4.810693 -0.104153 1.672554 0.392 -0.402 0.514
C 4.037607 -2.450539 2.497632 0.550 -0.332 -0.810
H 6.956201 -2.627901 3.147140 0.180 0.213 -0.016
H 7.536164 -1.004700 2.479692 -0.155 0.129 0.900
H 6.868576 -2.078587 1.419439 -0.591 -0.560 -0.059
H 4.583756 -3.371858 2.700090 -0.321 -0.091 0.081
H 3.855445 -2.340327 1.428625 0.268 -0.255 -0.211
H 3.033924 -2.461727 2.922592 0.434 0.391 0.696
C 2.635959 6.533328 1.091245 -0.479 0.633 3.848
O 2.746222 5.879919 2.133670 0.519 0.772 -0.654
N 2.338816 6.042493 -0.058998 -0.198 -1.329 -3.535
C 2.058429 6.986278 -1.187886 -0.196 -1.488 -0.753
C 2.439661 4.546240 -0.247369 0.038 0.698 -0.449
H 2.605679 7.633329 1.055441 0.344 0.146 0.455
H 2.828481 6.963744 -1.959008 0.367 -0.062 0.211
H 1.841819 8.033703 -0.977907 0.362 -0.247 0.973
H 1.164929 6.663381 -1.722198 -0.177 -0.317 0.150
H 2.721841 4.002102 0.653959 -0.705 0.698 0.454
H 1.507706 4.163410 -0.663296 0.187 -0.094 0.031
H 3.289902 4.261265 -0.867024 -0.145 0.488 -0.721
```
Forces are in eV/Å.

Output
Molar mass   854.45 g/mol
Frontier orbital gap   8.31 eV

Atomic partial charges in e from the Mulliken method, atoms 1 to 2:
1. C -0.62
2. S 0.56



Record 2
This record from OMol25 describes 3 unconnected molecules or ions with the total composition C3H7O2. The level of theory is the ωB97M-V functional and the def2-TZVPD basis.

The geometry in XYZ format:
```
12
Properties=species:S:1:pos:R:3:forces:R:3
C 1.597298 -1.267919 -0.323466 -0.810 0.632 -0.308
O 2.716820 -1.675571 -0.224015 0.481 -0.220 0.102
H 0.705271 -1.907729 -0.287076 -0.021 -0.398 0.128
H 1.331336 -0.207643 -0.493488 0.308 0.047 0.085
H 6.842678 -4.268717 1.179347 0.252 0.325 -0.885
C -1.429975 2.399878 0.282962 0.607 -0.119 0.553
C -1.779317 1.064556 0.105764 -0.903 1.073 -1.901
O -2.942408 0.667594 -0.194555 -0.084 -0.405 0.204
H -0.559704 2.721773 0.850963 0.339 -0.245 -0.393
H -2.122543 3.195431 0.032984 -0.435 -0.180 0.373
H -0.986316 0.344810 -0.206245 0.520 -0.185 1.156
H 6.654454 -4.505622 1.829059 -0.253 -0.325 0.886
```
Forces are in eV/Å.

Output
Molar mass   75.09 g/mol
Total charge   -1
Frontier orbital gap   5.56 eV

Atomic partial charges in e from the Mulliken method, atoms 1 to 2:
1. C 0.00
2. O -0.43



frontier orbital gap of number 1 (C23H67NO11S10)?
8.31 eV